No. 1
31
Properties=species:S:1:pos:R:3:lowdin_charge:R:1 method="wB97M-V/def2-TZVPD" relative_energy_ev=0.000 charge=0 homo_ev="-7.48 / -6.57" multiplicity=3
Ti -1.46 -2.02 -1.84 0.697
Cl -1.36 -2.00 0.45 0.185
C -0.66 -3.75 -2.55 -0.276
C -3.31 -2.85 -1.93 -0.301
H -1.43 -4.25 -3.17 -0.004
H 0.29 -3.64 -3.09 -0.008
H -0.49 -4.33 -1.63 0.002
H -3.47 -3.54 -2.77 0.000
H -4.13 -2.12 -1.84 -0.005
H -3.31 -3.41 -0.99 -0.011
V 0.16 -0.34 0.27 0.271
C 2.21 -0.63 -0.21 -0.242
C 0.20 1.50 -0.63 -0.347
H 2.04 -1.20 -1.14 -0.020
H 2.79 0.28 -0.34 -0.015
H 2.51 -1.25 0.66 -0.006
H -0.76 1.77 -1.12 0.011
H 0.97 1.23 -1.40 0.002
C 0.16 3.78 0.93 -0.198
Si 0.64 2.01 1.11 0.308
C 2.39 1.92 1.79 -0.188
C -0.46 1.22 2.45 -0.196
H 0.73 4.20 0.09 0.042
H 0.42 4.30 1.86 0.027
H -0.91 3.87 0.72 0.038
H 2.39 2.60 2.65 0.035
H 2.72 0.94 2.14 0.031
H 3.13 2.28 1.06 0.041
H -0.21 1.89 3.29 0.047
H -1.54 1.33 2.31 0.046
H -0.26 0.20 2.83 0.034

=====

No. 2
17
Properties=species:S:1:pos:R:3:lowdin_charge:R:1 method="wB97M-V/def2-TZVPD" relative_energy_ev=0.953 charge=-1 homo_ev=-4.99
O -0.74 -2.11 -0.71 -0.420
H -1.35 -2.82 -0.81 -0.105
O 1.56 -0.16 -1.97 -0.085
H 1.12 -0.92 -1.59 -0.014
H 0.88 0.04 -2.64 0.038
O 0.55 -1.27 1.36 -0.149
H 1.51 -1.39 1.28 0.041
H 0.10 -1.46 0.44 -0.006
O -1.58 0.36 -0.20 -0.124
H -1.50 0.23 0.76 0.026
H -1.68 -0.60 -0.49 0.028
O 0.35 1.13 2.58 -0.143
H 0.16 0.28 2.03 0.005
H 1.22 1.36 2.22 0.018
O -0.26 2.61 -1.11 -0.113
H 0.27 2.97 -0.40 0.002
H -0.63 1.74 -0.78 0.001

=====

No. 3
16
Properties=species:S:1:pos:R:3:lowdin_charge:R:1 method="wB97M-V/def2-TZVPD" relative_energy_ev=0.094 charge=-2 homo_ev="4.47 / -0.23" multiplicity=2
C 0.22 -0.57 0.09 -0.456
O -0.29 -0.83 1.35 -0.381
C -0.13 0.87 -0.41 -0.488
C 0.25 1.06 -1.87 -0.567
N -1.57 1.09 -0.25 -0.013
H -0.23 -1.22 -0.67 0.069
H 1.33 -0.68 0.05 0.082
H 0.40 1.56 0.26 0.109
H -0.42 1.69 -2.47 -0.058
H 1.19 1.58 -2.07 -0.069
H 0.30 0.12 -2.43 -0.045
H -2.06 0.41 -0.81 0.024
H -1.78 0.89 0.73 0.030
H 0.57 -2.21 3.46 -0.019
H 0.89 -1.64 2.13 -0.026
O 1.34 -2.13 2.90 -0.193